Entry from the OMol25 dataset: one molecule with the formula C4H10N2O2 in a non-equilibrium geometry (ωB97M-V/def2-TZVPD).

```
! RIJCOSX wB97M-V def2-TZVPD def2/J DEFGRID3
* xyz 0 1
H -1.473 -1.986 1.452
N -1.168 -1.344 0.724
C -0.255 -0.542 1.056
C 0.320 -0.292 2.411
C 0.297 0.337 -0.063
N -0.397 0.082 -1.286
C -0.612 1.237 -2.129
O 1.700 0.071 -0.219
O 1.873 -1.214 -0.792
H 0.002 -1.054 3.116
H 0.004 0.686 2.768
H 1.413 -0.287 2.337
H 0.300 1.394 0.252
H -1.244 -0.502 -1.014
H 0.350 1.641 -2.443
H -1.165 0.932 -3.017
H -1.168 2.039 -1.629
H 1.223 -1.198 -1.524
*
```

Computed properties:
M ... 118.14 g/mol
LUMO energy ... 0.925 eV
Max |F| ... 1.8 eV Å⁻¹
Structure (SMILES) ... [H]/N=C(\C)[C@H](NC)OO

Results of the Mulliken charge analysis, in e, for atoms 1 through 8:
1. H 0.26
2. N -0.67
3. C 0.72
4. C -1.23
5. C 0.08
6. N -0.40
7. C -0.99
8. O -0.28